{"formula": "C20H78AlO20", "method": "wB97M-V/def2-TZVPD", "energy_ev": -69528.80912, "homo_ev": -11.38, "mol_weight_g_mol": 665.81, "orbital_gap_ev": 2.50, "max_force_ev_per_a": 3.1, "total_charge": 1, "species": ["Al", "C", "O", "H", "H", "H", "C", "O", "H", "H", "H", "C", "O", "H", "H", "H", "H", "C", "O", "H", "H", "H", "H", "C", "O", "H", "H", "H", "H", "C", "O", "H", "H", "H", "H", "C", "O", "H", "H", "H", "H", "C", "O", "H", "H", "H", "H", "C", "O", "H", "H", "H", "H", "C", "O", "H", "H", "H", "H", "C", "O", "H", "H", "H", "H", "C", "O", "H", "H", "H", "H", "C", "O", "H", "H", "H", "H", "C", "O", "H", "H", "H", "H", "C", "O", "H", "H", "H", "H", "C", "O", "H", "H", "H", "H", "C", "O", "H", "H", "H", "H", "C", "O", "H", "H", "H", "H", "C", "O", "H", "H", "H", "H", "C", "O", "H", "H", "H", "H"], "coordinates": [[-0.07770, 4.36933, 1.68163], [-0.35329, 0.28811, 0.20563], [-0.63723, 1.67198, 0.21380], [-0.83703, -0.27592, 1.00310], [-0.59642, -0.14904, -0.76282], [0.68086, -0.04399, 0.29691], [1.39002, 1.75137, 4.45046], [0.28658, 2.60738, 4.31219], [1.27499, 0.81763, 3.90002], [2.18723, 2.29225, 3.94055], [1.64689, 1.54055, 5.48857], [1.60810, -2.72148, 2.23810], [0.90748, -1.83082, 3.15779], [2.51817, -2.18974, 1.96038], [1.89451, -3.72108, 2.56502], [1.07013, -2.85217, 1.29916], [1.08053, -0.90806, 2.95738], [-2.93854, 6.51692, -0.89783], [-1.87848, 6.17426, 0.01836], [-2.67830, 6.58611, -1.95404], [-3.73188, 5.77004, -0.86838], [-3.37059, 7.50955, -0.77088], [-1.98412, 6.72259, 0.79924], [-4.09108, -3.28955, 5.33714], [-3.29385, -3.45218, 4.22240], [-5.02168, -3.83637, 5.18524], [-3.60833, -3.61403, 6.25896], [-4.39775, -2.25273, 5.47517], [-2.43220, -3.08857, 4.43905], [4.34017, -0.22499, 3.80415], [5.03475, -1.30640, 4.43076], [4.17627, 0.61505, 4.47910], [4.78821, 0.11524, 2.87055], [3.33949, -0.56416, 3.53635], [5.56760, -0.97814, 5.15871], [0.71198, 3.15949, -5.82891], [1.03539, 2.73882, -4.50482], [0.76595, 4.22770, -6.03893], [1.26947, 2.63367, -6.60404], [-0.31343, 2.84220, -6.01852], [0.37900, 2.99288, -3.85198], [2.79806, -5.10785, -1.82329], [1.59402, -4.45383, -1.72170], [3.43926, -4.69059, -2.59973], [3.34005, -5.01330, -0.88233], [2.71771, -6.15190, -2.12594], [1.62993, -3.69602, -2.30995], [2.95039, 2.20645, -0.17883], [2.57245, 3.10633, 0.89260], [3.30121, 1.20478, 0.06951], [2.22542, 2.31698, -0.98525], [3.90558, 2.67055, -0.42444], [3.34615, 3.30970, 1.42330], [-1.94975, -1.53717, -3.80083], [-0.61419, -1.14066, -3.82598], [-2.59833, -0.74505, -4.17501], [-2.16617, -2.47436, -4.31360], [-2.23317, -1.73728, -2.76752], [-0.46113, -0.29532, -3.39753], [-3.76317, 3.00810, 0.85845], [-2.97482, 3.55105, 1.91996], [-3.47916, 3.47810, -0.08311], [-3.46718, 1.96642, 0.73437], [-4.84497, 3.01774, 0.99153], [-3.07214, 2.91575, 2.63307], [1.71647, 5.31741, -1.89552], [0.68194, 4.52573, -1.32502], [2.05511, 5.06586, -2.90058], [1.37617, 6.34841, -1.99219], [2.65327, 5.20680, -1.34937], [0.20587, 4.08845, -2.03478], [-2.53554, 2.87934, -2.63520], [-1.07733, 2.96512, -2.44587], [-2.84275, 1.99668, -2.07428], [-2.98174, 3.77197, -2.19678], [-2.80309, 2.64493, -3.66552], [-0.88059, 2.49542, -1.63206], [-4.92927, -2.41657, -1.73396], [-4.66901, -3.76930, -2.08942], [-5.34203, -2.45725, -0.72596], [-4.03671, -1.79301, -1.68298], [-5.66411, -1.90280, -2.35376], [-4.16416, -4.24220, -1.42377], [-2.19966, -4.68415, 0.27655], [-3.49998, -5.22439, 0.06271], [-1.62180, -5.32719, 0.94038], [-1.73171, -4.60671, -0.70484], [-2.28410, -3.70219, 0.74208], [-4.16062, -4.91396, 0.68624], [3.42032, 0.18981, -3.83612], [3.47077, 1.59403, -4.16026], [2.74130, 0.00113, -3.00460], [3.07327, -0.34614, -4.71953], [4.37960, -0.27405, -3.60652], [2.60153, 1.92989, -4.39093], [-2.44330, 0.42790, 3.83321], [-2.60149, 1.85042, 3.97607], [-3.48719, 0.12302, 3.75940], [-1.91317, 0.16387, 2.91815], [-1.92436, 0.00491, 4.69337], [-1.72175, 2.17821, 4.17658], [1.88709, -3.11317, -5.23415], [1.75801, -2.61743, -3.94667], [2.21728, -4.14378, -5.10409], [0.90187, -2.95956, -5.67443], [2.58809, -2.50589, -5.80678], [0.92428, -2.14883, -4.02979], [-0.63799, -2.13141, 6.29993], [-0.83619, -2.81581, 5.07615], [-1.61528, -1.81554, 6.66494], [-0.18180, -2.73433, 7.08509], [0.10222, -1.33787, 6.19759], [-0.06005, -2.56679, 4.56900], [4.55662, -1.94768, -0.86093], [5.21401, -1.22260, 0.06282], [5.15229, -2.81248, -1.15318], [3.68421, -2.35906, -0.35323], [4.30267, -1.37562, -1.75332], [5.27459, -1.85350, 0.78386]], "forces_ev_per_a": [[-0.333, -1.444, -0.783], [-1.028, 1.508, 0.292], [0.636, -1.650, 0.223], [-0.371, 0.204, 0.237], [-0.196, 0.033, -0.481], [1.006, 0.582, 0.020], [-1.988, 0.776, -0.440], [0.910, -0.792, -0.384], [-0.157, -0.108, -0.168], [0.804, 0.181, 0.000], [0.181, 0.392, 0.199], [0.489, 1.490, -0.996], [-0.042, -1.376, 0.121], [0.333, -0.275, -0.025], [-0.461, 0.364, 0.946], [-0.431, 0.011, 0.108], [0.214, -0.283, -0.310], [-0.651, -0.013, -0.504], [-0.008, 0.211, -0.434], [1.091, -0.468, 0.123], [-0.088, 0.039, 0.366], [0.054, -0.030, 0.824], [-0.225, 0.166, -0.038], [-0.954, 0.224, 0.526], [0.055, -0.181, -1.042], [0.096, -0.230, 0.140], [-0.001, -0.235, 0.133], [0.002, 0.383, 0.107], [0.539, -0.065, -0.070], [-0.303, -0.324, 0.299], [-0.375, 0.411, -0.477], [0.284, 0.145, 0.067], [0.442, 0.009, 0.088], [-0.073, -0.326, 0.051], [0.047, 0.090, -0.074], [-1.411, -0.419, -0.240], [0.930, 0.130, -0.549], [0.287, 0.107, 0.446], [0.570, -0.085, 0.569], [-0.271, 0.196, -0.158], [-0.470, 0.032, -0.226], [1.556, -0.411, -0.278], [-1.329, 0.445, 0.242], [0.109, 0.359, -0.090], [0.212, -0.349, 0.125], [-0.380, -0.211, 0.383], [-0.191, 0.223, -0.447], [1.827, 1.662, 0.018], [-1.380, -0.537, 0.866], [-1.006, -0.344, 0.525], [0.138, -0.285, 0.221], [0.008, -0.227, -1.327], [0.118, -0.081, -0.105], [-1.301, 0.184, 1.114], [1.409, -0.304, -0.697], [-0.149, -0.087, -0.225], [0.608, 0.210, -0.371], [-0.235, -0.004, 0.143], [-0.280, 0.046, -0.082], [0.861, -0.617, -0.536], [-0.199, 0.786, -0.904], [-0.193, 0.328, 0.234], [-0.103, -0.279, -0.064], [0.037, 0.470, 0.324], [0.306, -0.366, 0.918], [0.510, 0.490, -0.356], [0.837, 0.044, 0.328], [-0.623, -0.696, -0.264], [0.236, 0.186, 0.445], [-0.275, 0.306, 0.589], [-0.563, 0.033, 0.013], [1.159, -0.734, 0.786], [-1.113, -0.153, -1.071], [-0.337, 0.110, 0.176], [-0.198, -0.055, -0.497], [0.271, 0.648, -0.060], [0.157, -0.236, 0.566], [0.105, -0.869, 1.339], [-0.431, 0.911, -1.598], [-0.194, 0.507, 0.236], [0.244, 0.033, -0.156], [0.067, -0.583, -0.398], [0.119, -0.029, 0.587], [-0.466, 0.123, 0.323], [-0.236, -0.199, -0.625], [0.100, -0.040, -0.104], [0.159, -0.017, 0.155], [0.207, 0.167, -0.042], [0.323, 0.056, 0.383], [-0.749, 0.701, -0.991], [1.480, -0.910, 0.697], [-0.111, -0.107, 0.104], [-0.271, -0.246, 0.099], [0.281, 0.781, 0.073], [-0.441, -0.183, 0.158], [-0.912, 0.598, -0.051], [0.468, -0.317, -0.006], [0.317, -0.764, 0.103], [0.050, 0.010, -0.092], [-0.212, -0.129, 0.019], [0.352, 0.467, 0.168], [0.145, -0.237, -0.534], [-0.121, 0.824, 1.512], [-0.154, -0.105, -0.878], [0.110, -0.868, -0.749], [0.311, -0.241, -0.178], [-0.252, 0.592, 1.044], [-0.030, -0.226, 0.672], [0.547, 0.215, 0.558], [0.199, 0.422, 0.046], [-0.183, -0.606, -0.054], [-0.413, 0.589, -0.221], [0.031, -0.222, -0.853], [-1.332, -1.956, -1.606], [1.500, 1.747, 2.100], [0.060, -0.176, -0.478], [-0.786, -0.165, -0.702], [-0.085, 0.025, 0.261], [0.565, 0.493, 0.555]], "mulliken_charge": [1.035, -0.316, -0.209, -0.087, 0.079, 0.145, 0.229, -0.423, -0.347, 0.260, 0.405, -0.625, -0.216, -0.013, 0.445, 0.326, -0.222, -0.818, -0.226, 0.258, 0.277, 0.379, 0.257, -0.724, -0.465, 0.256, 0.279, 0.251, 0.475, -0.255, -0.526, 0.433, 0.251, -0.180, 0.318, -0.798, -0.469, 0.280, 0.305, 0.304, 0.289, -0.716, -0.386, 0.256, 0.238, 0.287, 0.407, -0.692, -0.428, 0.298, 0.103, 0.544, 0.228, -0.612, -0.510, 0.327, 0.344, 0.109, 0.111, -0.097, -0.404, -0.323, 0.164, 0.377, 0.443, -0.777, -0.063, 0.262, 0.296, 0.276, 0.268, -0.627, -0.432, 0.258, 0.022, 0.333, 0.191, -0.337, -0.516, 0.293, -0.014, 0.270, 0.346, -0.487, -0.626, 0.271, 0.303, 0.217, 0.314, -0.344, -0.577, 0.040, 0.203, 0.374, 0.393, -0.110, -0.595, 0.300, -0.205, 0.285, 0.306, -0.759, -0.295, 0.229, 0.364, 0.228, 0.404, -0.650, -0.495, 0.291, 0.251, 0.170, 0.445, -0.053, -0.558, 0.414, -0.017, -0.109, 0.344]}

=====

{"formula": "C14H28Cl8", "method": "wB97M-V/def2-TZVPD", "energy_ev": -115149.60403, "e_above_lowest_kcal_mol": 34.3, "homo_ev": -10.60, "mol_weight_g_mol": 480.00, "orbital_gap_ev": 10.54, "max_force_ev_per_a": 2.1, "species": ["C", "Cl", "Cl", "Cl", "Cl", "C", "Cl", "Cl", "Cl", "Cl", "C", "C", "C", "C", "C", "C", "H", "H", "H", "H", "H", "H", "H", "H", "H", "H", "H", "H", "H", "H", "C", "C", "C", "C", "C", "C", "H", "H", "H", "H", "H", "H", "H", "H", "H", "H", "H", "H", "H", "H"], "coordinates": [[-6.01885, 2.14806, 0.06231], [-7.19065, 3.12336, 0.97356], [-4.39166, 2.38800, 0.84334], [-6.59657, 0.40020, 0.16604], [-5.90356, 2.55808, -1.65470], [0.12168, -2.00036, 7.31748], [1.52792, -1.48689, 8.27376], [-1.27108, -2.02150, 8.30754], [-0.16214, -0.89498, 5.92771], [0.22014, -3.67086, 6.73273], [3.75545, -0.43512, -1.50693], [3.11761, 0.02219, -2.88647], [2.15299, -0.98041, -3.64633], [0.87229, -1.30173, -2.75045], [-0.35009, -1.76904, -3.53567], [-1.60340, -2.17790, -2.69092], [3.96512, -1.50377, -1.55300], [3.01910, -0.37723, -0.70535], [4.74574, -0.03285, -1.29336], [2.46705, 0.87245, -2.68171], [3.81539, 0.38513, -3.64111], [2.61188, -1.93627, -3.89901], [1.95037, -0.54678, -4.62561], [1.24410, -1.96175, -1.96672], [0.60259, -0.42549, -2.16090], [-0.66169, -1.09842, -4.33647], [-0.00332, -2.61943, -4.12276], [-1.41624, -3.01346, -2.01645], [-2.06406, -1.38179, -2.10603], [-2.26083, -2.64338, -3.42523], [2.44609, 2.94901, 0.81492], [1.49699, 2.32756, -0.21760], [0.15004, 1.81301, 0.26841], [0.06890, 0.36263, 0.83802], [-1.39714, 0.15780, 1.25546], [-1.71004, -0.91844, 2.36713], [3.43988, 2.60495, 0.52841], [2.15327, 2.67501, 1.82847], [2.54326, 4.02217, 0.65064], [1.40139, 3.01224, -1.06032], [2.03651, 1.46360, -0.60565], [-0.61486, 1.91625, -0.50125], [-0.23273, 2.45144, 1.06465], [0.44438, -0.26585, 0.03047], [0.75659, 0.33887, 1.68337], [-1.87829, 1.09508, 1.53493], [-1.92043, 0.06069, 0.30423], [-1.35362, -0.75460, 3.38410], [-2.78307, -1.07270, 2.48070], [-1.34264, -1.85682, 1.95172]], "forces_ev_per_a": [[0.135, -0.773, 0.481], [0.286, -0.082, -0.560], [-1.010, -0.457, -0.552], [0.743, 1.172, 0.057], [-0.146, 0.135, 0.567], [0.127, -0.077, -0.675], [-0.152, -0.234, -0.527], [-1.269, 0.598, 1.141], [0.431, -0.289, 0.453], [0.884, 0.004, -0.361], [-0.493, -1.060, -1.723], [-0.644, -0.633, 0.092], [-0.272, 0.138, 1.679], [0.933, 1.246, -0.842], [0.044, -0.943, 0.710], [0.943, -0.651, -0.942], [-0.024, -0.295, -0.235], [0.309, 0.518, 0.147], [-0.414, 0.668, 0.177], [0.093, 0.240, 0.053], [0.513, -0.131, 0.366], [0.363, -0.093, 0.242], [-0.536, 0.277, 0.131], [-0.414, -0.692, -0.180], [-0.012, 0.508, -0.211], [0.127, 0.640, 0.347], [-0.229, -0.519, 0.089], [0.471, 0.135, 0.242], [-0.035, 0.110, -0.346], [-0.662, 0.474, 0.150], [0.061, 0.035, -0.886], [0.341, -0.677, -0.223], [-0.536, 0.195, 0.565], [0.083, 1.944, 0.019], [-0.140, -0.211, 0.632], [-0.292, 0.019, -1.876], [0.187, -0.265, 0.683], [0.369, 0.198, 0.048], [-0.482, 0.163, 0.560], [-0.250, 0.000, -0.020], [-0.135, -0.056, -0.282], [0.042, -0.131, -0.358], [0.103, 0.315, 0.164], [-0.265, -0.610, 0.319], [0.056, -0.383, 0.121], [0.589, 0.393, 0.599], [-0.398, -1.140, 0.019], [0.511, 0.321, -0.381], [-0.162, 0.209, -0.171], [0.228, -0.254, 0.502]], "nbo_charge": [-0.189, 0.063, 0.036, 0.019, 0.072, -0.228, 0.063, 0.079, 0.037, 0.049, -0.631, -0.396, -0.385, -0.402, -0.394, -0.611, 0.204, 0.208, 0.220, 0.194, 0.204, 0.192, 0.200, 0.201, 0.185, 0.200, 0.193, 0.203, 0.206, 0.210, -0.616, -0.398, -0.388, -0.401, -0.400, -0.612, 0.208, 0.206, 0.207, 0.203, 0.193, 0.196, 0.188, 0.201, 0.194, 0.192, 0.204, 0.206, 0.210, 0.205]}